Molecular formula: C32H36AsF6InN2O7P2S3Se
Method: DFT, wB97M-V/def2-TZVPD

Results
E ... -9181.18408 Ha
Multiplicity ... 2
Lowest unoccupied orbital energy (spin up / spin down) ... -0.073 / -0.181 hartree
ΔE to the lowest compared entry with this formula, charge and spin ... 0.0 kcal/mol
Frontier orbital gap (spin up / spin down) ... 9.60 / 6.72 eV
HOMO level (spin up / spin down) ... -11.59 / -11.66 eV
Total charge ... +1

CARTESIAN COORDINATES (ANGSTROEM)
In  -1.05  0.10  -0.23
Se  1.34  -1.71  1.39
As  -3.87  1.96  -2.01
S  -2.90  0.24  2.02
S  0.24  1.82  2.32
S  -1.79  1.44  -2.17
P  -2.75  -2.84  -1.52
P  2.14  -0.05  -1.91
F  -2.52  -3.88  -0.33
F  -3.99  -3.61  -2.11
F  -2.82  -1.67  -2.62
F  -3.63  -1.93  -0.53
F  -1.35  -1.95  -0.83
F  -1.67  -3.61  -2.41
O  -1.68  -0.58  1.71
O  -3.17  1.01  0.80
O  -3.98  -0.53  2.55
O  0.71  -0.05  -1.40
O  1.11  2.94  2.48
O  0.76  0.55  2.81
O  -0.21  1.71  0.89
N  -0.46  -3.10  3.17
N  1.20  -2.17  4.20
C  -3.42  1.70  4.19
C  0.65  -2.37  2.99
C  3.29  0.18  -0.55
C  1.44  1.43  -4.09
C  -4.18  3.43  -0.83
C  1.62  2.41  -5.05
C  3.05  1.27  0.29
C  -1.22  2.13  3.31
C  3.70  3.06  -4.01
C  -2.05  3.39  5.19
C  -4.30  2.58  -3.77
C  -1.05  3.11  4.27
C  2.40  1.27  -3.09
C  3.63  -1.76  -3.51
C  2.75  3.23  -5.01
C  -0.62  -3.35  4.51
C  3.53  2.08  -3.05
C  -1.36  -3.60  2.12
C  3.85  1.46  1.41
C  4.89  0.58  1.67
C  4.32  -0.71  -0.28
C  1.83  -3.86  -3.23
C  0.41  -2.75  5.16
C  1.58  -2.65  -2.59
C  2.42  -1.40  4.47
C  2.97  -4.01  -4.00
C  2.48  -1.60  -2.73
C  -2.43  1.42  3.27
C  -3.24  2.68  5.16
C  -5.10  0.53  -1.64
C  5.13  -0.50  0.83
C  3.87  -2.96  -4.14
H  -4.35  1.14  4.15
H  2.19  -0.33  4.45
H  0.89  2.55  -5.83
H  -3.86  3.15  0.17
H  4.76  -3.09  -4.75
H  0.65  -2.70  6.20
H  -4.20  1.75  -4.47
H  -1.44  -3.93  4.88
H  -1.62  -4.63  2.36
H  5.94  -1.19  1.04
H  -5.32  2.96  -3.78
H  -0.85  -3.57  1.17
H  0.67  -2.52  -2.01
H  3.65  2.29  2.07
H  4.50  -1.56  -0.92
H  -4.94  0.18  -0.62
H  -0.12  3.66  4.30
H  2.79  -1.69  5.45
H  0.57  0.80  -4.12
H  -2.24  -2.97  2.07
H  1.11  -4.67  -3.14
H  4.26  1.96  -2.26
H  -4.91  -0.27  -2.34
H  -3.61  4.28  -1.19
H  3.16  -4.95  -4.50
H  -3.61  3.38  -4.05
H  4.58  3.69  -3.98
H  5.52  0.73  2.54
H  -5.24  3.67  -0.84
H  -6.10  0.93  -1.76
H  2.89  3.99  -5.76
H  -4.02  2.88  5.87
H  4.32  -0.93  -3.64
H  -1.90  4.17  5.93
H  2.24  1.96  0.09
H  3.16  -1.62  3.71

Per-atom Löwdin charges, elementary charge units: 0.487, 1.121, 0.815, 0.542, 0.525, 0.380, 0.217, 0.845, -0.122, -0.078, -0.153, -0.139, -0.266, -0.109, -0.381, -0.389, -0.246, -0.419, -0.266, -0.385, -0.371, -0.080, -0.096, -0.044, -0.583, -0.332, -0.072, -0.218, -0.061, -0.089, -0.206, -0.063, -0.044, -0.246, -0.042, -0.267, -0.077, -0.062, 0.004, -0.064, 0.000, -0.054, -0.060, -0.089, -0.051, 0.001, -0.052, -0.001, -0.059, -0.275, -0.216, -0.047, -0.212, -0.070, -0.064, 0.116, 0.087, 0.111, 0.024, 0.111, 0.137, 0.047, 0.142, 0.112, 0.111, 0.048, 0.061, 0.082, 0.110, 0.107, 0.024, 0.115, 0.102, 0.100, 0.091, 0.113, 0.109, 0.042, 0.050, 0.111, 0.042, 0.111, 0.112, 0.052, 0.054, 0.111, 0.115, 0.116, 0.116, 0.112, 0.079


Molecular formula: C32H36BKN10O3
Method: DFT, wB97M-V/def2-TZVPD

Results
E ... -2639.23708 Ha
Multiplicity ... 2
Lowest unoccupied orbital energy (spin up / spin down) ... 0.075 / -0.023 hartree
ΔE to the lowest compared entry with this formula, charge and spin ... 13.9 kcal/mol
Frontier orbital gap (spin up / spin down) ... 6.01 / 3.35 eV
HOMO level (spin up / spin down) ... -3.98 / -3.97 eV
Total charge ... -1

CARTESIAN COORDINATES (ANGSTROEM)
K  1.01  -0.59  1.03
O  2.32  -0.83  2.87
O  -1.05  -2.72  0.18
O  4.02  -0.55  -1.55
N  -0.37  2.52  -0.05
N  0.65  1.82  0.48
N  -1.61  0.04  1.50
N  1.24  -2.25  -1.42
N  -2.67  3.36  0.10
N  2.41  -2.76  1.02
N  -3.78  3.62  -0.61
N  -2.12  1.26  1.29
N  -1.88  -0.07  -1.25
N  -2.17  1.23  -1.21
C  1.24  -4.02  4.18
C  3.17  -1.03  -5.53
C  -2.39  4.40  0.92
C  1.47  3.60  -0.58
C  1.37  -1.31  -2.25
C  2.44  -1.09  -3.23
C  -5.40  5.45  -0.88
C  -3.01  1.55  2.27
C  3.10  -3.18  -0.15
C  -1.81  -1.79  3.13
C  2.19  -1.25  -4.58
C  1.84  -1.70  3.63
C  0.88  -2.30  5.81
C  3.10  1.92  0.57
C  3.75  -0.68  -2.77
C  1.38  -1.36  4.94
C  -2.26  -0.53  -2.44
C  1.77  2.45  0.17
C  0.10  3.60  -0.70
C  0.78  -3.64  5.43
C  -3.34  5.37  0.71
C  4.43  -0.60  -5.12
C  2.16  -3.34  -1.35
C  -2.07  -1.96  -2.83
C  4.72  -0.42  -3.80
C  -2.71  1.62  -2.37
C  -2.80  0.52  -3.20
C  -3.07  0.49  3.13
C  1.76  -3.10  3.28
C  2.28  -3.53  2.02
C  -2.17  -0.45  2.60
C  -4.20  4.82  -0.26
B  -1.84  2.08  0.03
H  -5.17  5.77  -1.90
H  3.81  -2.38  -0.40
H  2.96  -1.18  -6.58
H  2.64  -4.57  1.99
H  -1.91  -2.53  2.34
H  3.66  -4.12  0.00
H  2.77  -3.46  -2.25
H  -1.12  -2.10  -3.33
H  -6.22  4.73  -0.94
H  -0.78  -1.80  3.46
H  -3.67  0.40  4.01
H  2.16  4.34  -0.97
H  -1.43  -1.83  0.17
H  1.47  -0.32  5.23
H  3.44  1.18  -0.15
H  -2.46  -2.06  3.96
H  1.20  -1.57  -4.89
H  -1.55  4.37  1.58
H  0.58  -2.00  6.80
H  1.19  -5.07  3.89
H  -3.02  2.63  -2.53
H  0.36  -4.37  6.10
H  -0.55  4.29  -1.21
H  1.55  -4.24  -1.19
H  5.70  -0.08  -3.48
H  0.58  -0.56  -2.24
H  3.82  2.73  0.62
H  -0.31  -2.63  -0.45
H  -5.71  6.31  -0.30
H  -2.87  -2.27  -3.50
H  -3.20  0.48  -4.19
H  -3.42  6.33  1.19
H  -2.07  -2.58  -1.94
H  3.03  1.42  1.54
H  5.19  -0.40  -5.87
H  -3.55  2.48  2.29

Per-atom Löwdin charges, elementary charge units: 0.797, -0.215, -0.108, 0.076, 0.002, 0.018, 0.038, 0.029, -0.019, -0.035, 0.115, 0.015, 0.113, 0.021, -0.079, -0.050, -0.104, -0.030, -0.105, -0.096, -0.049, -0.072, -0.218, -0.013, -0.018, -0.462, -0.127, -0.029, -0.344, -0.042, -0.363, -0.362, -0.086, -0.143, -0.033, -0.079, -0.181, -0.039, 0.026, -0.087, -0.039, -0.026, -0.166, -0.126, -0.339, -0.367, -0.658, 0.069, 0.097, 0.108, 0.125, 0.064, 0.113, 0.118, 0.052, 0.071, 0.057, 0.087, 0.087, -0.018, 0.103, 0.054, 0.080, 0.120, 0.128, 0.091, 0.100, 0.093, 0.077, 0.119, 0.124, 0.119, 0.127, 0.078, -0.032, 0.067, 0.072, 0.083, 0.089, 0.060, 0.068, 0.105, 0.107


Molecular formula: C32H36Cl3FGeN7O8PRb
Method: DFT, wB97M-V/def2-TZVPD

Results
E ... -6149.36118 Ha
Multiplicity ... 2
Lowest unoccupied orbital energy (spin up / spin down) ... 0.133 / 0.111 hartree
ΔE to the lowest compared entry with this formula, charge and spin ... 43.5 kcal/mol
Frontier orbital gap (spin up / spin down) ... 6.84 / 6.28 eV
HOMO level (spin up / spin down) ... -3.21 / -3.26 eV
Total charge ... -2

CARTESIAN COORDINATES (ANGSTROEM)
Rb  -0.74  -1.35  -0.49
Ge  -3.93  -3.20  -0.15
Cl  -5.38  -5.00  -0.27
Cl  -2.16  -4.23  -1.21
Cl  -4.66  -2.01  -2.03
P  -2.74  1.44  -0.57
F  7.75  -1.57  -1.97
O  3.50  -1.68  -3.23
O  8.33  1.11  -1.35
O  -0.55  0.27  -2.85
O  -2.30  -0.33  1.54
O  1.56  -2.07  -2.16
O  -3.77  0.35  3.09
O  3.95  1.90  -0.44
O  0.17  1.30  1.42
N  2.34  -6.22  1.42
N  -0.32  -4.05  4.02
N  1.00  -3.88  0.69
N  -1.21  -3.07  2.19
N  -1.39  -3.27  4.34
N  4.51  -0.22  -1.11
N  6.12  1.44  -0.93
C  4.78  1.09  -0.80
C  0.75  0.90  2.68
C  -3.69  2.68  -1.53
C  3.12  -0.71  -1.06
C  1.98  1.75  2.98
C  5.50  -1.08  -1.51
C  -1.23  -1.73  -4.08
C  7.20  0.66  -1.30
C  -4.50  4.91  -2.01
C  -1.90  -2.69  3.24
C  0.50  4.42  0.82
C  1.44  -5.66  2.22
C  -3.72  4.05  -1.25
C  0.35  4.08  -0.56
C  0.77  -4.49  1.85
C  -5.27  4.42  -3.05
C  1.20  -0.54  2.45
C  -0.60  3.14  -0.94
C  -0.79  2.38  1.40
C  6.79  -0.70  -1.59
C  -1.32  2.42  -0.01
C  -4.46  2.20  -2.58
C  -0.12  3.68  1.76
C  -0.26  -3.88  2.71
C  2.69  -1.55  -2.30
C  -5.25  3.06  -3.34
C  2.55  -5.62  0.25
C  -0.26  0.94  3.83
C  -3.26  0.37  1.96
C  1.89  -4.45  -0.11
C  -3.83  1.34  0.91
C  -0.51  -0.40  -4.11
H  -0.55  1.96  4.09
H  0.91  4.62  -1.31
H  1.23  -6.13  3.17
H  -1.47  0.35  -2.56
H  -5.87  5.09  -3.65
H  2.61  1.84  2.09
H  1.08  5.29  1.09
H  -1.15  0.37  3.57
H  1.95  -0.57  1.65
H  -0.95  0.25  -4.89
H  -2.25  -1.63  -3.70
H  0.21  0.50  4.71
H  -0.69  -2.44  -3.44
H  5.19  -2.08  -1.77
H  -4.51  5.97  -1.78
H  2.49  0.17  -0.98
H  -5.85  2.67  -4.15
H  -4.03  2.32  1.35
H  2.99  -1.32  -0.16
H  2.57  1.28  3.78
H  -0.83  3.03  -1.99
H  -4.45  1.14  -2.81
H  0.36  -1.18  2.18
H  -0.05  3.95  2.81
H  1.66  -0.93  3.36
H  -3.11  4.44  -0.44
H  -1.68  -3.17  5.29
H  6.32  2.40  -0.71
H  3.27  -6.07  -0.42
H  -2.72  -1.98  3.25
H  0.55  -0.54  -4.33
H  -1.59  2.16  2.11
H  2.06  -3.95  -1.06
H  -4.79  0.94  0.55
H  1.73  2.76  3.31
H  -1.29  -2.16  -5.08

Per-atom Löwdin charges, elementary charge units: 0.616, -0.021, -0.227, -0.163, -0.181, 1.056, 0.064, -0.020, 0.056, -0.202, -0.243, -0.130, -0.043, 0.075, -0.085, 0.066, 0.108, 0.137, 0.108, 0.021, 0.023, 0.206, -0.462, -0.582, -0.359, -0.027, -0.023, 0.047, -0.094, -0.422, -0.100, -0.146, -0.099, -0.086, -0.091, -0.054, -0.202, -0.112, -0.021, -0.116, -0.304, -0.187, -0.273, -0.096, -0.027, -0.339, -0.690, -0.095, -0.124, -0.014, -0.787, -0.091, -0.240, -0.310, 0.082, 0.097, 0.105, -0.014, 0.090, 0.083, 0.096, 0.070, 0.073, 0.105, 0.037, 0.089, 0.044, 0.144, 0.093, 0.127, 0.097, 0.090, 0.116, 0.082, 0.109, 0.082, 0.039, 0.098, 0.094, 0.105, 0.143, 0.159, 0.099, 0.115, 0.109, 0.121, 0.095, 0.093, 0.064, 0.075


Molecular formula: C32H36Cl3N3ORuS3Te
Method: DFT, wB97M-V/def2-TZVPD

Results
E ... -4418.60867 Ha
Multiplicity ... 2
Lowest unoccupied orbital energy (spin up / spin down) ... 0.072 / 0.072 hartree
ΔE to the lowest compared entry with this formula, charge and spin ... 48.0 kcal/mol
Frontier orbital gap (spin up / spin down) ... 5.44 / 5.37 eV
HOMO level (spin up / spin down) ... -3.49 / -3.42 eV
Total charge ... -1

CARTESIAN COORDINATES (ANGSTROEM)
Te  2.97  -0.91  -0.98
Ru  2.53  1.60  -0.48
Cl  7.90  2.14  0.93
Cl  2.63  1.92  2.17
Cl  -0.18  -4.64  4.07
S  2.24  2.10  -2.80
S  4.93  2.14  -0.09
S  2.19  4.12  -0.33
O  -3.03  -0.25  0.86
N  -1.84  1.46  -0.63
N  0.19  1.78  0.04
N  -1.93  2.41  0.33
C  2.32  4.29  -4.45
C  2.31  6.17  -2.13
C  1.57  -3.66  -0.57
C  2.68  -5.77  -0.17
C  2.80  -3.01  -0.65
C  6.59  2.04  2.08
C  5.92  1.91  4.38
C  -0.70  -2.13  1.01
C  -5.30  1.45  0.65
C  1.51  -5.03  -0.34
C  4.60  1.89  3.97
C  -3.56  -1.58  -1.11
C  -1.80  -4.51  1.91
C  -5.98  0.28  -1.47
C  6.92  1.98  3.42
C  2.26  4.67  -1.98
C  -3.71  -0.23  -0.39
C  3.91  -5.12  -0.27
C  -0.56  1.10  -0.80
C  -0.68  2.57  0.71
C  3.97  -3.76  -0.52
C  5.26  2.03  1.61
C  -0.79  -3.89  2.63
C  -2.14  -2.20  -1.10
C  -3.02  0.89  -1.24
C  4.30  1.95  2.62
C  -5.91  -0.94  0.69
C  -0.25  -2.69  2.19
C  -5.21  0.14  -0.15
C  2.28  3.84  -3.01
C  -2.24  -3.94  0.73
C  -1.69  -2.75  0.25
H  4.83  -5.68  -0.16
H  -3.71  1.71  -1.40
H  1.44  6.63  -1.63
H  -7.01  0.59  -1.26
H  -6.34  1.65  0.92
H  3.21  4.89  -4.65
H  -2.15  -3.04  -1.80
H  -6.92  -0.60  0.95
H  -4.91  2.31  0.10
H  -1.40  -1.49  -1.46
H  -3.01  -4.44  0.15
H  -6.02  -0.66  -2.01
H  2.63  -6.83  0.02
H  0.54  -5.53  -0.28
H  -2.71  0.50  -2.21
H  7.96  1.98  3.71
H  -3.87  -1.45  -2.15
H  -6.03  -1.88  0.14
H  -0.20  0.42  -1.55
H  -3.28  -1.05  1.33
H  -4.23  -2.31  -0.65
H  1.44  4.89  -4.71
H  4.93  -3.27  -0.63
H  -5.38  -1.14  1.62
H  0.54  -2.20  2.76
H  -5.54  1.04  -2.13
H  3.80  1.84  4.69
H  6.17  1.86  5.43
H  -4.71  1.37  1.57
H  2.31  6.49  -3.18
H  3.20  6.57  -1.65
H  -0.38  3.28  1.46
H  -2.21  -5.45  2.26
H  2.34  3.43  -5.11
H  0.65  -3.10  -0.70
H  -0.24  -1.21  0.65

Per-atom Löwdin charges, elementary charge units: 0.770, 0.113, 0.638, 0.673, 0.647, 0.475, 0.511, 0.529, -0.001, -0.107, -0.027, 0.134, -0.152, -0.142, -0.164, -0.114, -0.652, -0.685, -0.110, -0.057, -0.045, -0.099, -0.130, -0.107, -0.114, -0.042, -0.135, -0.821, -0.422, -0.108, -0.187, -0.215, -0.176, -0.712, -0.669, -0.111, -0.036, -0.645, -0.048, -0.080, -0.528, -0.806, -0.043, -0.252, 0.094, 0.107, 0.063, 0.088, 0.084, 0.072, 0.122, 0.086, 0.076, 0.101, 0.116, 0.082, 0.090, 0.095, 0.139, 0.096, 0.118, 0.076, 0.095, 0.098, 0.103, 0.070, 0.083, 0.089, 0.117, 0.082, 0.099, 0.096, 0.087, 0.055, 0.068, 0.102, 0.100, 0.042, 0.060, 0.100


Molecular formula: C32H36CrN5O3Si
Method: DFT, wB97M-V/def2-TZVPD

Results
E ... -3074.64153 Ha
Multiplicity ... 4
Lowest unoccupied orbital energy (spin up / spin down) ... -0.016 / -0.021 hartree
ΔE to the lowest compared entry with this formula, charge and spin ... 22.2 kcal/mol
Frontier orbital gap (spin up / spin down) ... 6.73 / 6.57 eV
HOMO level (spin up / spin down) ... -7.17 / -7.16 eV
Total charge ... 0

CARTESIAN COORDINATES (ANGSTROEM)
Cr  -0.18  0.04  0.28
Si  3.74  -1.66  -0.88
O  2.34  -0.97  -1.20
O  -2.08  -0.37  0.12
O  1.50  0.80  0.92
N  -0.41  0.02  2.30
N  0.74  0.38  3.04
N  -0.54  2.17  -0.21
N  0.11  -2.05  -0.10
N  -0.02  0.08  -1.70
C  0.13  -1.08  -2.32
C  0.23  -3.54  -1.97
C  -4.25  -1.20  0.51
C  0.15  -2.28  -1.43
C  3.35  0.92  4.05
C  0.42  -4.38  0.24
C  1.66  0.75  2.20
C  0.01  1.24  -2.35
C  3.90  1.76  1.86
C  -2.93  -0.72  1.02
C  -0.77  3.19  0.63
C  0.08  3.71  -1.93
C  0.40  -2.86  2.21
C  -0.16  2.43  -1.47
C  0.36  -4.62  -1.11
C  5.24  -0.54  -1.10
C  3.89  -2.31  0.91
C  -0.56  4.50  0.23
C  0.30  0.08  -4.39
C  -1.41  -0.25  4.49
C  2.99  1.16  2.72
C  4.06  -3.20  -1.95
C  0.27  -1.12  -3.70
C  -1.27  2.89  2.01
C  4.60  1.29  4.51
C  -1.46  -0.29  2.99
C  0.18  1.28  -3.72
C  5.50  1.91  3.65
C  5.15  2.15  2.33
C  -2.69  -0.67  2.38
C  -0.11  4.77  -1.05
C  0.29  -3.08  0.73
H  0.43  3.88  -2.93
H  6.17  -1.12  -1.15
H  -5.08  -0.68  0.99
H  0.20  2.22  -4.25
H  5.86  2.61  1.65
H  -0.74  5.30  0.93
H  3.50  -1.59  1.63
H  4.07  -2.95  -3.01
H  3.62  1.91  0.83
H  0.56  -5.19  0.94
H  0.38  -2.05  -4.22
H  -4.31  -1.05  -0.57
H  -4.37  -2.27  0.72
H  2.64  0.43  4.70
H  -1.41  0.78  4.84
H  0.79  -3.77  2.67
H  -2.02  2.10  1.98
H  3.27  -3.93  -1.78
H  5.01  -3.68  -1.70
H  3.33  -3.25  1.03
H  6.48  2.21  4.01
H  1.07  -2.04  2.44
H  -0.58  -2.64  2.64
H  0.24  -3.69  -3.04
H  0.07  5.79  -1.37
H  -1.72  3.79  2.44
H  4.88  1.10  5.54
H  5.16  0.05  -2.02
H  -0.46  2.56  2.65
H  -0.49  -0.70  4.86
H  -3.50  -0.95  3.04
H  4.93  -2.51  1.17
H  -2.28  -0.76  4.91
H  5.33  0.16  -0.26
H  0.43  0.07  -5.47
H  0.46  -5.63  -1.50

Per-atom Löwdin charges, elementary charge units: 0.951, 0.214, -0.347, -0.135, -0.132, -0.083, 0.085, 0.114, 0.107, 0.048, -0.187, -0.002, -0.013, -0.189, -0.031, -0.013, -0.451, -0.162, -0.023, -0.433, -0.261, 0.006, -0.002, -0.159, -0.037, -0.181, -0.162, -0.006, -0.020, -0.019, -0.149, -0.184, 0.023, 0.002, -0.084, -0.362, 0.015, -0.091, -0.078, -0.033, -0.031, -0.261, 0.111, 0.019, 0.084, 0.109, 0.102, 0.118, 0.008, 0.016, 0.117, 0.116, 0.112, 0.081, 0.087, 0.106, 0.090, 0.088, 0.080, -0.001, 0.019, 0.010, 0.099, 0.073, 0.082, 0.110, 0.116, 0.087, 0.099, 0.018, 0.085, 0.077, 0.105, 0.024, 0.076, 0.001, 0.116, 0.117